No. 1
Here is a molecular structure, C54H45N4O4P2S3V in a non-equilibrium geometry from the OMol25 dataset. Energies are from the ωB97M-V functional and the def2-TZVPD basis.

Properties
<S²> = 0.77
Largest force on an atom = 3.821 eV/Å
Kohn-Sham gap (alpha / beta) = 4.9 / 5.1 eV
Highest occupied orbital energy (alpha / beta) = -7.91 / -7.94 eV
E_tot = -5425.7298 Eh

```
! RIJCOSX wB97M-V def2-TZVPD def2/J DEFGRID3
* xyz 1 2
V -0.008 1.410 0.433
O 1.528 0.371 -0.859
C 1.234 -0.299 -2.008
C 2.185 -0.848 -2.873
C 1.808 -1.383 -4.090
C 0.474 -1.394 -4.473
C -0.486 -0.983 -3.571
C -0.132 -0.486 -2.311
P -1.469 -0.223 -1.113
C -2.739 -1.405 -1.662
C -4.038 -1.002 -1.961
C -4.915 -1.900 -2.545
C -4.501 -3.185 -2.856
C -3.204 -3.586 -2.568
C -2.325 -2.700 -1.981
C -2.182 1.434 -1.166
C -3.297 1.811 -0.409
C -3.762 3.110 -0.491
C -3.140 4.029 -1.325
C -2.068 3.641 -2.110
C -1.590 2.346 -2.041
C 2.838 0.484 -0.406
C 3.895 0.890 -1.205
C 5.155 1.052 -0.648
C 5.353 0.813 0.701
C 4.284 0.471 1.511
C 3.008 0.294 0.976
P 1.449 0.416 1.937
C 1.999 0.581 3.666
C 2.843 -0.381 4.228
C 3.174 -0.317 5.569
C 2.662 0.694 6.369
C 1.835 1.655 5.814
C 1.501 1.602 4.469
C 0.485 -1.218 2.135
C -0.817 -0.665 2.771
C -1.318 -1.418 3.959
C -0.624 -2.403 4.526
C 0.617 -2.880 3.958
C 1.130 -2.347 2.847
H 3.230 -0.848 -2.605
H 2.570 -1.773 -4.748
H 0.182 -1.749 -5.449
H -1.531 -1.074 -3.831
H -4.360 0.006 -1.747
H -5.922 -1.593 -2.782
H -5.187 -3.866 -3.335
H -2.871 -4.582 -2.822
H -1.304 -2.990 -1.776
H -3.798 1.103 0.238
H -4.608 3.410 0.109
H -3.512 5.042 -1.371
H -1.587 4.344 -2.771
H -0.746 2.052 -2.651
H 3.727 1.149 -2.237
H 5.970 1.395 -1.268
H 6.335 0.941 1.128
H 4.434 0.376 2.574
H 3.235 -1.187 3.626
H 3.822 -1.067 5.995
H 2.902 0.724 7.423
H 1.442 2.449 6.432
H 0.871 2.362 4.028
H -0.654 0.379 3.103
H -2.255 -1.083 4.378
H -0.989 -2.895 5.412
H 1.100 -3.717 4.439
H 2.018 -2.759 2.385
S -2.906 -4.482 1.053
C -1.943 -2.986 1.063
C -2.621 -1.827 1.408
C -1.807 -0.592 1.566
N -0.847 -0.472 0.425
C 0.060 -1.604 0.702
C -0.633 -2.921 0.652
C -1.821 -5.761 0.434
C -2.311 -6.564 -0.590
C -1.496 -7.565 -1.095
N -0.272 -7.794 -0.656
C 0.172 -7.052 0.341
C -0.557 -6.034 0.944
H -3.662 -1.833 1.683
H -2.418 0.309 1.646
H 0.918 -1.623 0.025
H -0.064 -3.778 0.338
H -3.307 -6.407 -0.970
H -1.838 -8.211 -1.891
H 1.166 -7.298 0.686
H -0.152 -5.491 1.786
N 2.985 3.714 0.419
C 2.370 3.897 -0.770
N 2.083 2.973 -1.620
C 1.547 3.488 -2.770
C 1.133 2.755 -3.880
C 0.575 3.412 -4.961
C 0.448 4.797 -4.962
C 0.889 5.555 -3.890
C 1.424 4.895 -2.798
S 2.043 5.557 -1.309
H 2.862 2.808 0.855
H 2.899 4.471 1.081
H 1.265 1.684 -3.900
H 0.259 2.838 -5.822
H 0.009 5.290 -5.815
H 0.828 6.633 -3.911
C -1.279 5.149 1.545
S -0.406 3.587 1.349
O 0.758 3.585 2.207
O -0.048 3.463 -0.062
O -1.331 2.488 1.671
H -0.805 5.715 2.337
H -2.309 4.928 1.786
H -1.210 5.671 0.598
*
```

---

No. 2
Here is a molecular structure, C54H46AsBrF3IN8O2Zr from the OMol25 dataset. Energies are from the ωB97M-V functional and the def2-TZVPD basis.

Properties
Energy relative to the best compared isomer or geometry (same formula, charge and spin) = 0.000 eV
Largest force on an atom = 0.919 eV/Å
Kohn-Sham gap (alpha / beta) = 5.2 / 5.2 eV
Highest occupied orbital energy (alpha / beta) = -6.02 / -6.02 eV
E_tot = -8128.3213 Eh

```
! RIJCOSX wB97M-V def2-TZVPD def2/J DEFGRID3
* xyz 0 1
Zr -0.373 -0.455 0.127
C 4.633 4.210 -0.389
C 5.482 3.104 -0.488
C 4.973 1.813 -0.533
C 3.600 1.671 -0.466
C 2.747 0.462 -0.447
N 3.276 -0.699 -0.489
C 2.474 -1.868 -0.322
C 3.098 -3.078 -0.962
C 4.361 -3.618 -0.823
C 4.637 -4.784 -1.528
C 3.676 -5.380 -2.346
C 2.413 -4.824 -2.482
C 2.149 -3.665 -1.771
C 0.930 -2.848 -1.698
N -0.123 -3.168 -2.418
C -1.201 -2.395 -2.421
N -1.449 -1.254 -1.738
C -2.716 -0.782 -2.194
N -3.261 0.350 -1.950
C -2.594 1.366 -1.365
N -1.278 1.325 -0.927
C -0.874 2.601 -0.735
N 0.381 3.039 -0.412
C 1.384 2.244 -0.350
N 1.408 0.850 -0.358
C 2.763 2.761 -0.357
C 3.256 4.054 -0.327
C -1.937 3.496 -1.012
C -2.008 4.901 -1.040
C -3.193 5.478 -1.414
C -4.313 4.683 -1.782
C -4.250 3.314 -1.787
C -3.040 2.707 -1.393
C -3.285 -1.754 -3.109
C -4.488 -1.797 -3.804
C -4.696 -2.871 -4.651
C -3.729 -3.873 -4.818
C -2.527 -3.817 -4.135
C -2.331 -2.743 -3.275
N 1.094 -1.811 -0.874
H 5.060 5.205 -0.365
H 6.552 3.260 -0.529
H 5.616 0.947 -0.619
H 5.107 -3.147 -0.197
H 5.614 -5.242 -1.438
H 3.926 -6.284 -2.886
H 1.653 -5.264 -3.114
H 2.584 4.899 -0.250
H -1.145 5.498 -0.774
H -3.281 6.556 -1.449
H -5.230 5.176 -2.077
H -5.098 2.709 -2.082
H -5.229 -1.018 -3.680
H -5.624 -2.940 -5.205
H -3.929 -4.696 -5.492
H -1.763 -4.574 -4.251
Br -0.284 5.291 4.988
C 0.990 4.116 5.753
C 1.183 4.190 7.127
C 2.096 3.349 7.741
C 2.822 2.442 6.982
C 2.628 2.374 5.613
C 1.704 3.205 4.986
I 1.420 2.978 2.931
H 0.618 4.908 7.705
H 2.237 3.404 8.812
H 3.538 1.782 7.453
H 3.195 1.673 5.016
C -2.332 3.628 2.102
As -2.297 1.731 2.385
C -2.201 1.512 4.282
C -4.022 1.083 1.879
O -1.053 0.888 1.646
H -2.646 4.080 3.042
H -3.044 3.855 1.310
H -1.347 3.990 1.820
H -3.111 1.929 4.713
H -1.332 2.057 4.650
H -2.111 0.455 4.526
H -4.758 1.760 2.314
H -4.156 0.076 2.274
H -4.112 1.083 0.794
F 1.524 -3.149 1.438
C 2.300 -2.101 1.182
F 1.684 -0.964 1.663
F 3.428 -2.241 1.864
C -3.943 -2.142 0.292
C -3.257 -3.353 0.916
C -2.138 -3.970 0.081
C -2.831 -3.020 2.329
C -3.679 -3.484 3.330
C -3.416 -3.276 4.669
C -2.231 -2.648 4.990
C -1.330 -2.169 4.034
C -0.004 -1.715 4.656
C 0.996 -2.877 4.599
C 0.606 -0.384 4.193
C -1.672 -2.276 2.655
O -0.932 -1.679 1.692
H -4.298 -2.353 -0.716
H -3.276 -1.282 0.256
H -4.806 -1.858 0.900
H -4.026 -4.124 1.003
H -1.296 -3.295 -0.050
H -2.508 -4.265 -0.903
H -1.758 -4.863 0.582
H -4.568 -4.030 3.034
H -4.094 -3.621 5.438
H -1.965 -2.537 6.035
H -0.238 -1.586 5.713
H 1.151 -3.219 3.581
H 0.621 -3.724 5.177
H 1.959 -2.577 5.019
H 0.139 -0.008 3.290
H 1.674 -0.484 3.996
H 0.498 0.373 4.972
*
```

---

No. 3
Here is 9 unconnected molecules or ions with the total composition C54H46BF15 in a non-equilibrium geometry from the OMol25 dataset. Energies are from the ωB97M-V functional and the def2-TZVPD basis.

Properties
SMILES = FC(F)=C(F)CCBC(F)(F)C(F)F.Fc1ccccc1.Fc1ccccc1.Fc1ccccc1.Fc1ccccc1.Fc1ccccc1.Fc1ccccc1.Fc1ccccc1.Fc1ccccc1
Largest force on an atom = 1.735 eV/Å
Kohn-Sham gap = 8.4 eV
Highest occupied orbital energy = -8.66 eV
E_tot = -3608.0201 Eh

```
! RIJCOSX wB97M-V def2-TZVPD def2/J DEFGRID3
* xyz 0 1
F -3.342 0.650 -0.382
C -3.803 -0.240 0.490
F -5.043 0.073 0.894
C -3.127 -1.333 0.947
F -2.815 -1.421 2.274
C -2.772 -2.514 0.118
C -1.310 -3.000 0.192
B -0.330 -2.116 -0.608
C 1.139 -2.604 -1.029
F 1.804 -1.594 -1.691
F 1.102 -3.689 -1.873
C 2.013 -2.999 0.160
F 3.298 -3.201 -0.252
F 1.985 -2.027 1.112
H -3.405 -3.318 0.518
H -3.109 -2.346 -0.903
H -1.275 -4.039 -0.139
H -1.005 -2.990 1.244
H -0.641 -1.010 -0.912
H 1.672 -3.948 0.581
F -1.506 -5.471 1.718
C -0.629 -6.347 2.260
C -0.942 -7.690 2.266
C -0.031 -8.579 2.818
C 1.162 -8.118 3.356
C 1.450 -6.760 3.341
C 0.551 -5.861 2.785
H -1.880 -8.027 1.846
H -0.256 -9.637 2.826
H 1.866 -8.815 3.788
H 2.376 -6.397 3.765
H 0.756 -4.799 2.761
F -1.534 -1.552 -3.465
C -1.191 -0.518 -4.272
C -1.478 -0.609 -5.616
C -1.139 0.453 -6.441
C -0.525 1.581 -5.915
C -0.245 1.646 -4.557
C -0.578 0.589 -3.721
H -1.957 -1.498 -6.006
H -1.359 0.400 -7.498
H -0.263 2.405 -6.564
H 0.235 2.523 -4.144
H -0.374 0.621 -2.659
F 8.713 -2.385 -0.411
C 7.785 -2.058 -1.335
C 6.450 -2.130 -0.994
C 5.499 -1.789 -1.946
C 5.895 -1.393 -3.216
C 7.245 -1.333 -3.536
C 8.204 -1.663 -2.590
H 6.164 -2.448 0.000
H 4.451 -1.832 -1.697
H 5.151 -1.131 -3.956
H 7.556 -1.026 -4.526
H 9.261 -1.616 -2.815
F 8.774 1.624 -5.690
C 9.143 0.645 -6.541
C 8.156 -0.079 -7.180
C 8.535 -1.085 -8.057
C 9.879 -1.354 -8.274
C 10.851 -0.613 -7.616
C 10.485 0.401 -6.742
H 7.115 0.147 -6.989
H 7.777 -1.659 -8.571
H 10.169 -2.142 -8.956
H 11.898 -0.824 -7.781
H 11.225 0.996 -6.222
F 0.477 3.790 5.286
C -0.570 3.309 4.584
C -1.723 4.063 4.506
C -2.796 3.564 3.782
C -2.701 2.328 3.159
C -1.531 1.588 3.248
C -0.451 2.079 3.968
H -1.775 5.020 5.008
H -3.709 4.137 3.709
H -3.542 1.931 2.606
H -1.464 0.623 2.765
H 0.474 1.525 4.050
F -6.051 3.612 4.329
C -6.268 3.593 5.662
C -6.681 4.750 6.288
C -6.909 4.726 7.656
C -6.712 3.556 8.375
C -6.292 2.405 7.723
C -6.069 2.415 6.354
H -6.822 5.653 5.710
H -7.242 5.623 8.161
H -6.888 3.541 9.442
H -6.135 1.492 8.282
H -5.746 1.528 5.825
F 2.511 2.299 -6.928
C 3.715 2.673 -6.445
C 4.732 2.968 -7.331
C 5.962 3.360 -6.822
C 6.158 3.447 -5.450
C 5.120 3.142 -4.582
C 3.884 2.752 -5.078
H 4.557 2.890 -8.396
H 6.770 3.598 -7.500
H 7.120 3.748 -5.060
H 5.271 3.202 -3.513
H 3.059 2.514 -4.420
F -12.759 1.273 8.040
C -11.862 2.116 7.487
C -10.850 1.595 6.707
C -9.933 2.467 6.138
C -10.035 3.832 6.362
C -11.059 4.331 7.154
C -11.988 3.470 7.722
H -10.787 0.526 6.552
H -9.136 2.078 5.519
H -9.316 4.505 5.920
H -11.137 5.395 7.334
H -12.799 3.836 8.336
*
```

---

No. 4
Here is a molecular structure, C54H46N4NaO4PTe from the OMol25 dataset. Energies are from the ωB97M-V functional and the def2-TZVPD basis.

Properties
Energy relative to the best compared isomer or geometry (same formula, charge and spin) = 2.811 eV
Largest force on an atom = 0.636 eV/Å
Kohn-Sham gap = 7.1 eV
Highest occupied orbital energy = -6.94 eV
E_tot = -3376.9532 Eh

```
! RIJCOSX wB97M-V def2-TZVPD def2/J DEFGRID3
* xyz 0 1
Na 1.630 -0.141 -1.061
O 3.326 1.967 -1.162
N 3.539 1.309 0.030
C 4.751 0.969 0.192
C 5.177 0.220 1.382
C 6.537 0.270 1.690
C 7.042 -0.350 2.818
C 6.178 -1.037 3.657
C 4.829 -1.112 3.350
C 4.300 -0.504 2.211
P 2.509 -0.627 1.799
C 1.951 -2.075 2.773
C 2.611 -3.300 2.643
C 2.098 -4.452 3.217
C 0.902 -4.406 3.923
C 0.231 -3.199 4.050
C 0.749 -2.044 3.479
C 1.855 0.795 2.755
C 1.225 1.837 2.079
C 0.734 2.935 2.775
C 0.868 2.997 4.152
C 1.504 1.966 4.836
C 1.999 0.876 4.141
H 2.390 2.262 -1.125
H 5.503 1.260 -0.541
H 7.201 0.822 1.034
H 8.098 -0.291 3.044
H 6.553 -1.519 4.551
H 4.174 -1.665 4.010
H 3.539 -3.354 2.083
H 2.630 -5.388 3.110
H 0.499 -5.305 4.370
H -0.703 -3.151 4.597
H 0.212 -1.110 3.592
H 1.119 1.828 0.999
H 0.261 3.733 2.218
H 0.487 3.852 4.696
H 1.617 2.015 5.912
H 2.495 0.079 4.682
C -5.262 1.847 -0.041
C -3.967 1.484 -0.738
C -2.953 2.367 -0.656
C -1.526 2.463 -0.947
C -0.947 3.794 -0.652
O 0.140 3.976 -0.124
C -1.747 5.017 -1.040
C -2.587 5.020 -2.150
C -3.251 6.180 -2.522
C -3.093 7.340 -1.776
C -2.257 7.342 -0.667
C -1.578 6.188 -0.309
C -0.604 1.484 -1.320
O 0.628 1.677 -1.462
C -1.508 -0.776 -0.609
C -3.063 -0.845 -0.378
C -0.810 -2.149 -0.687
N 0.458 -2.188 -0.751
C 1.144 -3.469 -0.618
C 2.394 -3.554 -1.475
Te 2.002 -3.571 -3.585
C 2.222 -1.493 -3.854
C 1.121 -0.721 -4.208
C 1.266 0.643 -4.430
C 2.507 1.242 -4.295
C 3.609 0.477 -3.937
C 3.472 -0.887 -3.723
C -1.652 -3.371 -0.525
C -1.748 -3.997 0.712
C -2.540 -5.129 0.856
C -3.226 -5.642 -0.234
C -3.121 -5.023 -1.473
C -2.341 -3.887 -1.619
H -5.157 2.792 0.488
H -5.539 1.082 0.692
H -6.110 1.941 -0.722
H -3.278 3.277 -0.160
H -2.712 4.109 -2.722
H -3.893 6.179 -3.394
H -3.618 8.243 -2.061
H -2.130 8.247 -0.087
H -0.902 6.177 0.536
H -3.475 -1.850 -0.411
H 0.490 -4.318 -0.836
H 1.441 -3.557 0.432
H 2.939 -4.471 -1.254
H 3.073 -2.718 -1.292
H 0.148 -1.186 -4.291
H 0.401 1.243 -4.682
H 2.613 2.309 -4.442
H 4.576 0.946 -3.816
H 4.341 -1.484 -3.473
H -1.202 -3.597 1.558
H -2.619 -5.609 1.823
H -3.845 -6.522 -0.120
H -3.656 -5.420 -2.325
H -2.267 -3.390 -2.580
N -6.051 -0.025 -2.464
C -5.293 -0.534 -1.448
O -5.713 -1.414 -0.726
C -3.878 0.059 -1.313
C -3.230 0.111 -2.678
C -1.913 0.189 -2.790
N -1.051 0.125 -1.665
C -1.446 -0.275 0.828
C -2.759 -0.360 1.021
H -7.026 -0.275 -2.461
H -5.793 0.844 -2.899
H -3.843 0.154 -3.568
H -1.429 0.359 -3.745
H -0.603 -0.008 1.450
H -3.396 -0.173 1.875
*
```

---

- Which of these has the lowest E_tot?
  C54H46AsBrF3IN8O2Zr

---

- What is the formula in the first record?
  C54H45N4O4P2S3V